Record 1
# C12H16S3

A single C12H16S3 molecule in a non-equilibrium geometry (ωB97M-V with the def2-TZVPD basis set, the Open Molecules 2025 dataset).

```
31
C12H16S3, DFT ωB97M-V with the def2-TZVPD basis set
C 1.670 -1.787 2.724
C 0.518 -1.164 3.175
C 0.151 0.045 2.615
C 0.793 0.504 1.453
C 1.890 -0.279 0.912
C 2.388 -1.391 1.618
S 2.580 0.184 -0.724
C 1.908 -1.099 -1.810
C 0.571 -0.788 -2.415
C -0.593 -0.915 -1.430
S -2.146 -0.201 -2.019
C -1.885 1.606 -1.803
C -2.471 2.183 -0.477
C -1.652 1.707 0.741
S 0.245 2.051 0.739
H 2.062 -2.695 3.164
H -0.187 -1.667 4.014
H -0.626 0.670 3.117
H 3.206 -1.862 1.160
H 2.539 -0.972 -2.700
H 2.059 -2.081 -1.300
H 0.709 0.208 -2.811
H 0.438 -1.549 -3.256
H -0.783 -2.007 -1.295
H -0.458 -0.428 -0.451
H -0.844 1.926 -1.867
H -2.401 2.100 -2.602
H -3.564 1.785 -0.391
H -2.374 3.296 -0.537
H -2.116 2.007 1.653
H -1.623 0.615 0.804
```

## Properties
LUMO level in eV: 0.70
Energy above the lowest of the compared OMol25 structures with the same formula, charge and spin in kcal per mole: 18.18
Frontier orbital gap in eV: 9.1
Molar mass in g mol⁻¹: 256.46
Structure (SMILES): c1ccc2c(c1)SCCCSCCCS2

Record 2
# C12H17AsCuN5S2

A molecular structure, C12H17AsCuN5S2 (ωB97M-V with the def2-TZVPD basis set, the Open Molecules 2025 dataset).

```
38
C12H17AsCuN5S2, DFT ωB97M-V with the def2-TZVPD basis set
Cu 1.608 2.089 0.174
S 1.610 0.979 2.308
C 0.517 -0.164 1.717
N -0.200 -0.084 0.615
C -0.974 -1.209 0.405
C -1.843 -1.401 -0.669
C -2.583 -2.570 -0.741
C -2.473 -3.549 0.244
C -1.615 -3.375 1.319
C -0.873 -2.205 1.393
S 0.254 -1.686 2.613
H -1.922 -0.632 -1.429
H -3.257 -2.727 -1.573
H -3.057 -4.457 0.171
H -1.527 -4.131 2.089
N -2.354 1.606 1.063
C -2.591 2.876 1.408
N -3.801 3.203 1.904
N -1.726 3.846 1.253
C -0.535 3.685 0.781
N 0.554 3.649 0.370
H -3.012 0.875 1.269
H -1.412 1.321 0.794
H -4.474 2.509 2.165
H -3.935 4.153 2.198
C 4.465 0.751 -1.510
As 2.570 0.439 -1.141
C 1.909 0.134 -2.952
C 2.696 -1.396 -0.507
H 4.871 0.010 -2.200
H 5.009 0.697 -0.567
H 4.610 1.745 -1.930
H 2.540 -0.582 -3.480
H 1.901 1.080 -3.492
H 0.890 -0.250 -2.907
H 3.459 -1.925 -1.077
H 1.740 -1.904 -0.628
H 2.962 -1.399 0.549
```

## Properties
LUMO level in eV: 0.44
Frontier orbital gap in eV: 7.7
Molar mass in g mol⁻¹: 433.90

Record 3
# C12H17Cl2N3O

A molecular structure, C12H17Cl2N3O in a non-equilibrium geometry (ωB97M-V with the def2-TZVPD basis set, the Open Molecules 2025 dataset).

```
35
C12H17Cl2N3O, DFT ωB97M-V with the def2-TZVPD basis set
C -4.072 -1.710 -1.134
N -3.930 -0.892 -0.034
C -5.241 -0.276 0.252
H -5.304 0.157 1.188
H -5.770 0.120 -0.659
H -6.144 -1.289 0.455
C -3.198 0.063 0.031
C -1.693 -0.306 -0.248
H -1.617 -1.035 0.578
H -1.384 -0.859 -1.077
C -0.732 1.008 0.111
N 0.553 0.370 -0.100
C 1.709 0.756 0.213
N 1.720 2.350 0.749
H 0.809 2.616 0.924
O 2.685 2.709 1.636
H 3.425 2.999 0.957
C 2.959 0.204 0.282
C 3.249 -0.898 0.702
C 4.306 -1.651 0.801
C 5.360 -1.129 -0.077
C 5.167 0.215 -0.426
C 4.075 0.913 -0.429
Cl 3.888 2.372 -1.125
H 6.111 0.725 -1.361
Cl 6.989 -1.945 -0.106
H 4.448 -2.858 1.129
H 2.333 -1.274 1.241
H -0.902 1.541 -0.567
H -0.826 1.242 1.142
H -3.238 0.948 0.686
H -3.308 0.780 -1.166
H -3.121 -2.135 -1.351
H -4.883 -2.625 -1.098
H -4.423 -1.205 -2.119
```

## Properties
LUMO level in eV: -0.28
Frontier orbital gap in eV: 7.9
Molar mass in g mol⁻¹: 290.19

Record 4
# C12H17ClCoI2N2OPSe

A molecular structure, C12H17ClCoI2N2OPSe in a non-equilibrium geometry (ωB97M-V with the def2-TZVPD basis set, the Open Molecules 2025 dataset).

```
38
C12H17ClCoI2N2OPSe, DFT ωB97M-V with the def2-TZVPD basis set
I 2.026 -3.874 -2.473
I -1.138 -3.104 -2.471
Co 0.086 -1.058 -1.816
P -0.034 0.115 -3.700
C -1.639 0.377 -4.499
C 0.776 1.733 -3.903
H 1.851 -1.209 -4.453
H 0.821 -0.657 -5.840
H 0.318 -2.015 -4.771
C 0.831 -1.047 -4.817
H 1.765 1.718 -3.438
H 0.876 1.997 -4.962
H -1.493 0.658 -5.545
H -2.177 1.174 -3.983
H 0.181 2.510 -3.411
H -2.225 -0.540 -4.445
C -1.495 -0.360 -1.458
O -2.603 -0.128 -1.194
Cl 2.074 -0.180 -1.516
C 2.171 -0.948 2.692
N 0.841 -0.392 2.650
C -0.082 -0.654 1.686
Se 0.211 -1.993 0.421
N -1.215 0.015 2.062
C -1.027 0.637 3.313
C -1.912 1.229 4.210
C -1.404 1.567 5.484
C -0.068 1.275 5.827
C 0.803 0.648 4.938
C 0.286 0.377 3.679
H 2.898 -0.153 2.849
H 2.380 -1.441 1.744
H 2.268 -1.676 3.496
H -2.073 0.029 1.509
H -2.941 1.415 3.914
H -2.047 2.052 6.222
H 0.286 1.534 6.818
H 1.826 0.367 5.180
```

## Properties
LUMO level (alpha / beta) in eV: -8.20 / -10.17
Frontier orbital gap (alpha / beta) in eV: 6.8 / 4.6
Molar mass in g mol⁻¹: 663.41
Net charge: +2
Multiplicity: 5

Record 5
# C12H17ClN

A gas-phase ion, C12H17ClN (charge +1) in a non-equilibrium geometry (ωB97M-V with the def2-TZVPD basis set, the Open Molecules 2025 dataset).

```
31
C12H17ClN, DFT ωB97M-V with the def2-TZVPD basis set
N -0.430 -1.393 -1.095
C -0.883 0.065 -1.074
C -2.418 0.223 -1.096
C -3.035 -0.282 0.171
C -2.507 0.552 1.221
C -0.917 0.268 1.474
C -0.219 0.658 0.238
Cl -0.427 2.550 0.097
C 1.309 0.359 0.236
C 1.964 -0.599 1.141
C 3.307 -0.831 0.987
C 4.071 -0.241 -0.001
C 3.482 0.731 -0.795
C 2.138 0.996 -0.695
H 0.544 -1.456 -1.581
H -1.093 -1.842 -1.777
H -0.592 -1.718 -0.059
H -0.573 0.559 -1.979
H -2.739 -0.147 -2.181
H -2.598 1.359 -1.008
H -3.023 -1.367 0.387
H -4.166 0.004 0.065
H -2.594 1.588 1.102
H -3.104 0.320 2.123
H -0.461 0.727 2.363
H -0.824 -0.847 1.451
H 1.313 -1.067 1.910
H 3.633 -1.742 1.531
H 5.074 -0.471 -0.318
H 4.071 1.351 -1.463
H 1.699 1.693 -1.378
```

## Properties
LUMO level in eV: -3.51
Energy above the lowest of the compared OMol25 structures with the same formula, charge and spin in kcal per mole: 52.81
Frontier orbital gap in eV: 9.2
Molar mass in g mol⁻¹: 210.73
Net charge: +1
Structure (SMILES): [NH3+][C@H]1CCCC[C@@]1(Cl)c1ccccc1

Record 6
# C12H17IO

A molecular structure, C12H17IO in a non-equilibrium geometry (ωB97M-V with the def2-TZVPD basis set, the Open Molecules 2025 dataset).

```
31
C12H17IO, DFT ωB97M-V with the def2-TZVPD basis set
C 1.552 0.098 1.112
C 1.440 -0.640 -1.182
C 2.676 -0.660 1.376
C 2.472 -1.500 -0.875
C 0.945 0.230 -0.178
C 3.199 -1.434 0.329
C -0.301 2.417 0.517
C -1.514 -0.402 1.083
C -2.867 1.123 -0.261
C -1.698 -0.899 -1.372
C -0.291 0.959 -0.494
C -1.634 0.246 -0.328
O 4.246 -2.275 0.697
I -0.161 2.006 -2.343
H 1.269 0.524 2.039
H 1.043 -0.783 -2.104
H 2.918 -0.602 2.413
H 2.720 -2.201 -1.630
H -0.768 3.351 0.013
H 0.786 2.757 0.688
H -0.878 2.297 1.512
H -1.368 0.269 1.871
H -0.782 -1.073 1.177
H -2.408 -0.778 1.279
H -3.632 0.507 -0.520
H -3.141 1.499 0.811
H -2.718 1.896 -0.956
H -1.232 -0.634 -2.450
H -1.121 -1.790 -1.207
H -2.785 -1.306 -1.566
H 4.032 -3.203 0.550
```

## Properties
LUMO level in eV: 0.48
Energy above the lowest of the compared OMol25 structures with the same formula, charge and spin in kcal per mole: 35.27
Frontier orbital gap in eV: 9.1
Molar mass in g mol⁻¹: 304.17

Record 7
# C12H17IrN7O7S

A molecular structure, C12H17IrN7O7S (ωB97M-V with the def2-TZVPD basis set, the Open Molecules 2025 dataset).

```
45
C12H17IrN7O7S, DFT ωB97M-V with the def2-TZVPD basis set
Ir -0.554 -2.325 -0.630
N 1.637 -3.372 -0.728
N 2.027 -3.666 0.584
C 1.398 -3.070 1.623
N 1.681 -3.479 2.845
N 0.579 -2.070 1.270
N -0.206 -1.455 2.240
O 0.067 -1.530 3.421
O -1.158 -0.864 1.781
H 1.234 -4.198 -1.171
H 2.410 -2.990 -1.262
H 2.570 -4.500 0.746
H 2.227 -4.309 3.003
H 1.226 -3.015 3.619
C -1.467 3.900 -0.205
N -1.506 2.505 -0.633
N -0.390 1.703 -0.654
C -0.765 0.465 -1.035
O 0.123 -0.486 -1.155
C -2.143 0.481 -1.256
C -2.566 1.769 -0.989
C -3.940 2.345 -1.024
C 0.938 2.199 -0.442
C 1.446 3.186 -1.272
C 2.735 3.649 -1.057
C 3.508 3.109 -0.036
C 2.989 2.109 0.775
C 1.695 1.652 0.579
H -0.582 4.061 0.402
H -2.346 4.096 0.403
H -1.451 4.575 -1.058
H -2.754 -0.351 -1.569
H -4.627 1.620 -1.452
H -3.977 3.255 -1.622
H -4.286 2.586 -0.017
H 0.847 3.580 -2.084
H 3.139 4.423 -1.696
H 4.515 3.469 0.126
H 3.588 1.693 1.574
H 1.268 0.885 1.211
O -1.202 -4.169 0.692
S -1.895 -4.440 -0.613
O -2.729 -5.573 -0.703
O -2.561 -3.085 -0.911
O -0.740 -4.367 -1.619
```

## Properties
LUMO level (alpha / beta) in eV: -3.13 / -5.02
Energy above the lowest of the compared OMol25 structures with the same formula, charge and spin in kcal per mole: 0.00
Frontier orbital gap (alpha / beta) in eV: 8.5 / 7.4
Molar mass in g mol⁻¹: 595.59
Net charge: +1
Multiplicity: 5